# 1
A cluster of 3 separate species, C36H45FO4SSi in total at a distorted geometry, computed with ωB97M-V/def2-TZVPD.

XYZ file:
```
88
C36H45FO4SSi ωB97M-V/def2-TZVPD
C 0.71 3.54 8.14
C -0.35 2.57 7.50
C -0.81 1.34 8.12
C -1.78 0.45 7.45
C -2.29 0.81 6.14
C -3.29 -0.07 5.33
C -2.85 -0.25 3.85
C -1.62 -1.04 3.62
C -1.19 -1.27 2.26
C -1.90 -0.75 1.08
C -3.09 0.04 1.30
F -3.81 0.56 0.24
C -3.54 0.27 2.68
C -4.85 1.09 2.87
C -6.19 0.26 2.62
C -6.00 -1.29 2.42
S -5.74 -2.11 4.06
C -1.33 -1.12 -0.34
O -2.14 -1.36 -1.21
C 0.19 -1.21 -0.45
C 0.91 -1.73 0.74
C 2.35 -1.88 0.75
C 3.17 -1.54 -0.40
C 2.46 -0.99 -1.58
C 1.00 -0.82 -1.60
Si 0.21 -0.09 -3.17
C -1.27 1.07 -2.85
C 1.60 0.82 -4.14
C -0.24 -1.59 -4.28
C 0.11 -2.11 2.04
O 0.50 -2.96 2.80
C -1.86 2.08 5.55
C -0.91 2.96 6.19
H 0.92 4.35 7.39
H 0.32 3.94 9.11
H 1.66 2.96 8.30
H -0.40 1.09 9.13
H -2.09 -0.49 7.97
H -3.30 -1.09 5.80
H -4.33 0.34 5.46
H -1.09 -1.46 4.51
H -4.91 1.51 3.90
H -4.85 1.92 2.11
H -6.86 0.37 3.52
H -6.77 0.68 1.76
H -6.99 -1.69 2.04
H -5.24 -1.57 1.65
H -4.77 -3.06 3.94
H 2.83 -2.30 1.67
H 4.29 -1.65 -0.44
H 3.07 -0.69 -2.46
H -1.27 1.82 -3.69
H -1.24 1.60 -1.87
H -2.21 0.46 -3.00
H 2.39 0.10 -4.51
H 2.14 1.56 -3.49
H 1.17 1.34 -5.05
H -1.17 -2.12 -3.91
H 0.59 -2.36 -4.26
H -0.34 -1.27 -5.35
H -2.27 2.35 4.54
H -0.61 3.91 5.68
C -1.74 3.57 -7.51
C -0.87 3.08 -8.65
C 0.52 3.44 -8.16
O 0.49 3.37 -6.73
C -0.87 3.27 -6.30
H -2.72 3.09 -7.46
H -1.89 4.65 -7.60
H -0.96 1.99 -8.74
H -1.11 3.52 -9.61
H 0.79 4.46 -8.44
H 1.29 2.76 -8.54
H -1.03 2.24 -5.94
H -1.05 3.96 -5.47
C 7.64 -4.16 -2.32
C 7.43 -4.53 -0.87
C 7.29 -3.17 -0.21
O 6.71 -2.30 -1.19
C 6.74 -2.95 -2.47
H 7.39 -4.96 -3.02
H 8.68 -3.88 -2.49
H 6.50 -5.10 -0.76
H 8.24 -5.13 -0.45
H 8.27 -2.76 0.06
H 6.66 -3.20 0.68
H 5.71 -3.25 -2.72
H 7.09 -2.25 -3.23
```

Values from the calculation:
Energy above the lowest of the compared OMol25 structures with the same formula, charge and spin ... 364.95 kJ/mol
E_HOMO ... -8.60 eV
Structure (SMILES) ... Cc1ccc(Cc2cc3c(c(F)c2CCCS)C(=O)c2c(cccc2[Si](C)(C)C)C3=O)cc1.C1CCOC1.C1CCOC1
Net charge ... 0
Gap between HOMO and LUMO ... 7.95 eV

Atom charges from the Mulliken analysis, given in e for atoms 1 to 2: C -1.139; C 0.828

=====

# 2
A cluster of 9 separate species, C36H45N9 in total at a distorted geometry, computed with ωB97M-V/def2-TZVPD.

XYZ file:
```
90
C36H45N9 ωB97M-V/def2-TZVPD
N 0.63 -2.79 -2.22
C 0.77 -2.45 -3.57
C 0.36 -3.69 -4.28
C 0.08 -4.74 -3.19
C 0.36 -4.07 -1.86
H 0.93 -2.13 -1.53
H 1.30 -1.63 -4.05
H 0.42 -3.81 -5.40
H -0.30 -5.70 -3.35
H 0.27 -4.28 -0.68
N -0.60 4.01 3.28
C -0.49 2.82 2.42
C 0.75 2.10 2.63
C 1.45 2.84 3.82
C 0.46 3.97 4.29
H -1.41 4.59 3.28
H -1.37 2.62 1.66
H 1.26 1.32 2.08
H 2.39 2.67 4.32
H 0.44 4.77 4.88
N -3.84 1.28 3.36
C -5.22 1.63 3.62
C -6.09 1.77 2.41
C -5.01 1.31 1.27
C -3.62 1.13 1.97
H -3.29 1.16 4.23
H -5.48 1.94 4.82
H -7.11 2.35 2.08
H -5.10 1.34 0.09
H -2.54 0.74 1.55
N -2.05 -4.15 2.08
C -2.84 -4.14 0.93
C -3.83 -2.98 1.15
C -3.40 -2.41 2.49
C -2.26 -3.29 2.97
H -1.27 -4.86 2.10
H -2.73 -4.78 0.19
H -4.85 -2.62 0.62
H -3.68 -1.55 3.03
H -1.45 -3.18 3.77
N 0.11 0.12 -0.47
C -0.45 -0.94 0.29
C 0.71 -1.72 0.95
C 1.98 -1.04 0.41
C 1.51 0.07 -0.45
H -0.46 0.90 -0.97
H -1.53 -0.99 0.35
H 0.45 -2.68 1.32
H 2.85 -1.71 0.67
H 1.83 0.73 -1.01
N 6.13 2.61 -1.02
C 4.64 2.61 -1.23
C 4.13 2.78 0.16
C 5.29 2.98 1.17
C 6.51 2.92 0.26
H 6.80 2.77 -1.54
H 4.43 2.27 -2.25
H 2.89 2.92 0.56
H 5.30 3.05 2.24
H 7.45 2.77 0.70
N -1.41 1.65 -2.37
C -0.08 2.21 -2.74
C 0.05 3.48 -1.90
C -1.19 3.69 -1.13
C -2.08 2.47 -1.47
H -1.71 0.79 -2.89
H 0.38 1.69 -3.58
H 0.80 4.00 -1.84
H -1.56 4.50 -0.35
H -2.99 2.18 -1.00
N -3.01 -0.01 -4.33
C -4.21 0.65 -4.05
C -4.75 0.07 -2.74
C -3.70 -1.08 -2.34
C -2.66 -1.06 -3.38
H -2.38 0.14 -5.36
H -4.69 1.22 -4.86
H -5.65 0.26 -2.28
H -3.76 -1.56 -1.31
H -1.81 -1.66 -3.48
N 5.23 -2.62 -0.45
C 5.37 -1.34 -0.27
C 5.60 -1.02 1.15
C 5.54 -2.28 1.92
C 5.19 -3.39 0.83
H 5.18 -3.11 -1.44
H 5.33 -0.63 -1.21
H 5.61 -0.02 1.65
H 5.68 -2.37 2.96
H 5.04 -4.35 0.83
```

Values from the calculation:
Energy above the lowest of the compared OMol25 structures with the same formula, charge and spin ... 2229.65 kJ/mol
E_HOMO ... -7.67 eV
Structure (SMILES) ... c1cc[nH]c1.c1cc[nH]c1.c1cc[nH]c1.c1cc[nH]c1.c1cc[nH]c1.c1cc[nH]c1.c1cc[nH]c1.c1cc[nH]c1.c1cc[nH]c1
Net charge ... 0
Gap between HOMO and LUMO ... 8.02 eV

Atom charges from the Mulliken analysis, given in e for atoms 1 to 2: N 0.376; C -0.739

=====

# 3
A structure of composition C36H46As2BaO9S3Si, computed with ωB97M-V/def2-TZVPD.

XYZ file:
```
98
C36H46As2BaO9S3Si ωB97M-V/def2-TZVPD
Ba -2.22 -1.11 0.66
O -2.93 -3.93 0.58
As -4.64 -3.39 0.13
O -4.87 -2.64 1.84
O -4.29 -1.96 -0.65
C -4.98 -3.41 2.94
C -5.46 -4.72 2.92
C -5.56 -5.47 4.09
C -5.19 -4.92 5.30
C -4.72 -3.62 5.34
C -4.61 -2.86 4.18
S -2.56 -1.14 3.94
O -2.79 0.02 3.04
O -4.21 -1.56 4.25
O -2.06 -2.29 3.13
H -2.78 -3.87 1.54
H -5.76 -5.16 1.98
H -5.93 -6.49 4.04
H -5.26 -5.50 6.21
H -4.42 -3.15 6.27
C -1.57 3.25 3.09
C -0.18 2.67 2.80
C 0.23 1.72 3.92
C 0.84 3.79 2.67
O -0.18 1.88 1.61
Si -0.83 2.11 0.11
S -0.28 0.56 -1.11
O -0.54 3.65 -0.43
C 0.52 4.13 -1.26
C 1.86 3.51 -0.87
C 0.20 3.83 -2.72
C 0.56 5.64 -1.04
O -2.47 2.07 0.44
C -3.60 2.51 -0.31
C -3.36 2.45 -1.82
C -4.75 1.58 0.07
C -3.91 3.94 0.12
H -1.55 3.76 4.06
H -2.31 2.46 3.10
H -1.84 3.98 2.32
H 0.35 2.27 4.86
H 1.18 1.24 3.67
H -0.53 0.95 4.06
H 0.87 4.38 3.59
H 0.57 4.45 1.84
H 1.83 3.38 2.48
H 1.84 2.43 -1.00
H 2.11 3.74 0.16
H 2.65 3.91 -1.51
H 0.11 2.75 -2.86
H 0.99 4.21 -3.37
H -0.74 4.30 -3.00
H 0.78 5.86 0.01
H -0.42 6.07 -1.29
H 1.32 6.10 -1.66
H -3.07 1.45 -2.12
H -2.55 3.13 -2.10
H -4.27 2.75 -2.35
H -4.57 0.57 -0.32
H -5.69 1.93 -0.36
H -4.85 1.53 1.15
H -3.05 4.58 -0.09
H -4.12 3.97 1.19
H -4.78 4.33 -0.42
S 4.99 -4.76 0.31
C 5.82 -4.08 -1.05
C 6.89 -4.75 -1.68
C 7.52 -4.23 -2.80
C 7.11 -3.01 -3.34
C 6.07 -2.33 -2.73
C 5.44 -2.83 -1.60
As 4.01 -1.91 -0.63
C 3.88 -0.35 -1.85
C 2.85 -0.12 -2.75
C 2.84 1.02 -3.55
C 3.88 1.94 -3.47
C 4.91 1.73 -2.56
C 4.90 0.60 -1.76
C 2.48 -2.92 -1.34
C 1.30 -2.98 -0.60
C 0.20 -3.68 -1.09
C 0.27 -4.31 -2.32
C 1.44 -4.26 -3.06
C 2.54 -3.57 -2.57
H 7.20 -5.70 -1.27
H 8.33 -4.78 -3.26
H 7.59 -2.60 -4.22
H 5.75 -1.38 -3.14
H 2.02 -0.81 -2.83
H 2.01 1.19 -4.23
H 3.87 2.83 -4.10
H 5.72 2.45 -2.48
H 5.70 0.45 -1.05
H 1.27 -2.50 0.37
H -0.72 -3.77 -0.52
H -0.59 -4.85 -2.70
H 1.51 -4.76 -4.02
H 3.47 -3.55 -3.14
```

Values from the calculation:
Energy above the lowest of the compared OMol25 structures with the same formula, charge and spin ... 0.83 kJ/mol
E_HOMO ... -1.61 eV
Net charge ... -2
Gap between HOMO and LUMO ... 5.48 eV

Atom charges from the Mulliken analysis, given in e for atoms 1 to 2: Ba 1.396; O -0.542